Record 1
Entry from OMol25: 11 unconnected molecules or ions with the total composition C27H76O17 in a non-equilibrium geometry (wB97M-V/def2-TZVPD).

```
120
Properties=species:S:1:pos:R:3:lowdin_charge:R:1
C 2.5008 -4.6707 -2.6622 -0.052
C 3.6197 -5.0814 -1.7202 -0.459
C 4.1727 -6.4013 -2.2444 -0.075
O 4.5730 -3.9984 -1.5313 -0.049
H 1.9493 -3.7663 -2.3152 0.089
H 1.8059 -5.4556 -2.6126 0.059
H 2.8285 -4.5534 -3.6938 0.087
H 3.2720 -5.2928 -0.6964 0.136
H 4.7525 -6.3693 -3.2059 0.095
H 3.3732 -7.1332 -2.3022 0.071
H 4.8207 -6.9610 -1.5077 0.091
H 4.7735 -3.6478 -2.3667 0.064
C -0.7276 -5.8623 3.8718 -0.056
C -0.6505 -4.7313 2.8637 -0.516
C -0.1478 -5.3190 1.6187 -0.081
O -1.9396 -4.1611 2.6765 -0.036
H -1.2195 -5.7008 4.7864 0.050
H 0.2748 -6.3314 4.1405 0.108
H -1.3992 -6.5943 3.4509 0.078
H 0.0845 -3.9529 3.0923 0.129
H -0.9523 -5.8605 1.1167 0.093
H 0.6571 -6.0295 1.7605 0.080
H 0.1809 -4.5769 0.8819 0.061
H -1.9030 -3.2280 2.4868 0.034
C -0.5953 4.0829 -6.8068 -0.049
C -0.4668 2.7734 -5.9844 -0.440
C 0.9650 2.6538 -5.4441 -0.063
O -1.4117 2.8147 -4.8989 -0.105
H -0.4343 4.9508 -6.1996 0.073
H -1.5550 4.2017 -7.2677 0.060
H 0.1121 4.0104 -7.6495 0.086
H -0.6882 1.8574 -6.6004 0.151
H 1.3701 3.5735 -5.0372 0.071
H 1.7563 2.2769 -6.1663 0.099
H 1.0054 1.9411 -4.5862 0.080
H -2.2245 2.3791 -5.2025 0.039
C 3.2507 3.3226 5.4079 -0.063
C 2.5265 2.5658 4.3730 -0.482
C 1.2151 3.1775 4.0858 -0.076
O 3.2710 2.2661 3.1133 -0.094
H 2.7334 3.2549 6.3484 0.084
H 3.2161 4.3600 5.1372 0.078
H 4.2682 2.9785 5.5239 0.086
H 2.2963 1.5740 4.7834 0.135
H 1.3400 4.1852 3.6453 0.091
H 0.6044 3.2640 4.9863 0.086
H 0.6343 2.6149 3.3078 0.092
H 3.6929 3.0282 2.6348 0.076
C 0.8886 -0.1862 -1.3016 -0.009
C -0.3937 -0.5780 -0.4006 -0.437
C -0.6613 -2.0396 -0.4817 -0.051
O -0.1208 -0.1810 0.9371 -0.081
H 1.1623 0.8750 -1.3305 0.057
H 0.7131 -0.3512 -2.4141 0.083
H 1.6520 -0.8908 -0.9764 0.061
H -1.2913 -0.0322 -0.6927 0.114
H -1.5917 -2.2792 0.0523 0.079
H 0.1044 -2.6642 -0.1388 0.039
H -0.8856 -2.2694 -1.5697 0.112
H 0.8138 -0.3307 1.1672 0.057
C -2.0681 3.8514 -0.6268 -0.282
C -2.0100 4.5287 -1.9694 -0.252
O -0.7366 4.4186 -2.5234 -0.077
O -3.1910 4.2769 0.0727 -0.059
H -1.1424 4.0615 -0.0582 0.120
H -2.0590 2.7648 -0.7350 0.113
H -2.1232 5.5907 -1.8604 0.111
H -2.8990 4.1744 -2.6331 0.157
H -0.7709 3.8946 -3.3345 0.052
H -3.5619 3.4531 0.4723 0.081
C -1.5476 -1.5848 4.9843 -0.274
C -0.9009 -0.8531 3.8335 -0.167
O -1.7524 -1.2399 2.7041 -0.156
O -2.9190 -1.3580 5.0224 -0.040
H -1.0509 -1.2651 5.9071 0.121
H -1.3234 -2.6793 4.9194 0.118
H 0.1639 -1.2079 3.6137 0.125
H -0.9765 0.1845 3.9673 0.102
H -1.3526 -0.7965 1.9027 0.057
H -3.1298 -1.1761 4.0961 0.057
C -5.1769 -0.1235 2.0527 -0.177
C -5.7101 0.9844 1.1370 -0.230
O -4.7178 1.4182 0.2126 -0.102
O -4.5800 -1.1098 1.1459 -0.084
H -5.9545 -0.6914 2.6128 0.138
H -4.4120 0.3795 2.5902 0.102
H -6.0431 1.8739 1.7159 0.134
H -6.4825 0.6125 0.5001 0.104
H -4.1940 0.6082 -0.0093 0.083
H -3.7340 -1.3141 1.5390 0.041
C 3.5942 4.0924 0.0223 -0.192
C 2.0861 3.9482 -0.2049 -0.294
O 1.9814 3.3813 -1.4397 -0.056
O 3.7931 4.5489 1.3770 -0.083
H 4.0439 4.7420 -0.7221 0.120
H 3.9968 3.0383 -0.1345 0.141
H 1.6631 4.9110 -0.1478 0.112
H 1.6622 3.4028 0.5899 0.101
H 1.1027 3.6081 -1.7977 0.069
H 4.4563 5.2228 1.4282 0.080
C -3.4840 0.5234 -3.0880 -0.254
C -4.1720 0.5965 -4.4266 -0.195
O -3.8455 1.8350 -5.0566 -0.085
O -2.1022 0.4240 -3.1060 -0.040
H -3.8031 -0.4079 -2.5972 0.137
H -3.7885 1.3364 -2.4694 0.104
H -5.2498 0.5893 -4.2830 0.124
H -3.9339 -0.2265 -5.0607 0.114
H -4.3536 2.0157 -5.8758 0.126
H -1.7478 1.1742 -3.5660 0.049
C 2.8019 -1.4997 2.5506 -0.189
C 3.7638 -2.3915 1.7505 -0.211
O 3.0391 -3.1009 0.7141 -0.088
O 2.5424 -0.2867 1.7785 -0.105
H 3.2245 -1.2515 3.5510 0.130
H 1.8140 -1.9641 2.7196 0.092
H 4.1906 -3.0160 2.5219 0.101
H 4.5816 -1.7711 1.3273 0.134
H 3.6324 -3.1516 -0.0678 0.049
H 2.8951 0.5007 2.2187 0.056
```

## Properties
E_HOMO, Eh: -0.3534
SMILES string: CC(C)O.CC(C)O.CC(C)O.CC(C)O.CC(C)O.OCCO.OCCO.OCCO.OCCO.OCCO.OCCO
Gap between HOMO and LUMO, eV: 9.92

---

Record 2
Entry from OMol25: a single C5H7NO molecule in a non-equilibrium geometry (wB97M-V/def2-TZVPD).

```
14
Properties=species:S:1:pos:R:3:lowdin_charge:R:1
C 0.4983 -0.8608 -0.8143 -0.049
N -0.5920 -1.1105 -1.5182 -0.074
C 0.6246 0.0774 0.2837 -0.286
C -0.3984 1.0501 0.6956 -0.143
C 1.7997 0.0297 0.9508 0.102
C -1.6430 1.2004 0.2527 0.037
O -1.4184 -1.6187 -0.5035 -0.200
H -0.4875 -1.7519 -2.3046 0.145
H 1.4219 -1.3608 -1.1078 0.129
H -0.0358 1.7606 1.4330 0.097
H 2.5832 -0.6658 0.6837 0.067
H 2.0219 0.7217 1.7508 0.072
H -2.1164 0.5282 -0.4458 0.044
H -2.2580 2.0005 0.6439 0.059
```

## Properties
E_HOMO (alpha / beta), Eh: -0.2896 / -0.3106
SMILES string: C=CC(=C)/C=[NH+]\[O-]
Gap between HOMO and LUMO (alpha / beta), eV: 6.98 / 7.74

---

Record 3
Entry from OMol25: a single C2H3NO2 molecule in a non-equilibrium geometry (wB97M-V/def2-TZVPD).

```
8
Properties=species:S:1:pos:R:3:lowdin_spin:R:1
C 0.0159 1.0811 0.0104 0.485
C -0.3132 -0.3972 -0.1458 0.295
N 1.0263 0.3134 -0.4651 0.372
O -0.2706 2.0774 0.5622 0.657
O -0.3811 -1.3812 0.8543 0.096
H -0.6964 -0.9820 -1.0255 0.023
H 1.2602 0.2485 -1.4771 0.066
H -0.6410 -0.9600 1.6865 0.005
```

## Properties
E_HOMO (alpha / beta), Eh: -0.2078 / -0.4019
Spin multiplicity: 3
Gap between HOMO and LUMO (alpha / beta), eV: 6.38 / 8.03

---

Record 4
Entry from OMol25: a molecular structure, C20H44BKN3O3PSi2Te (wB97M-V/def2-TZVPD).

```
76
Properties=species:S:1:pos:R:3:lowdin_charge:R:1
K 1.2544 0.1447 -1.4166 0.625
O 3.8103 1.3071 0.4399 0.020
B 2.5048 1.9155 0.5822 -0.439
O 2.5514 2.5705 1.8654 -0.002
C 3.7737 2.3483 2.4253 -0.251
C 4.2554 2.7597 3.6485 0.002
C 5.5560 2.3764 3.9816 -0.101
C 6.3288 1.6194 3.1102 -0.102
C 5.8311 1.2107 1.8709 -0.018
C 4.5421 1.5849 1.5576 -0.261
H 3.6494 3.3569 4.3171 0.112
H 5.9709 2.6795 4.9341 0.096
H 7.3368 1.3447 3.3932 0.095
H 6.4326 0.6341 1.1805 0.112
C -2.8586 2.9814 -3.5260 -0.200
Si -3.6835 3.7742 -2.0363 0.365
C -3.2331 5.5894 -1.9520 -0.189
C -5.5433 3.5840 -2.1921 -0.187
C -3.0919 2.9223 -0.4719 -0.593
Te -0.9395 2.7641 -0.4335 1.159
C -0.7801 2.7554 1.6990 -0.593
Si -0.6628 4.4725 2.4511 0.390
C -2.2929 5.3752 2.2038 -0.183
C 0.7144 5.4626 1.6708 -0.176
C -0.3269 4.2478 4.2849 -0.176
H -3.2289 3.4179 -4.4560 0.031
H -3.0546 1.9073 -3.5603 0.031
H -1.7758 3.1283 -3.5035 0.009
H -3.5256 6.1126 -2.8647 0.031
H -2.1570 5.7162 -1.8188 0.020
H -3.7354 6.0780 -1.1138 0.028
H -5.9190 4.0836 -3.0874 0.029
H -6.0535 4.0172 -1.3292 0.029
H -5.8270 2.5312 -2.2532 0.028
H -3.5187 1.9243 -0.3653 0.004
H -3.3871 3.5111 0.3981 -0.009
H 0.1433 2.2141 1.9033 -0.044
H -1.6243 2.1816 2.0873 0.018
H -2.4769 5.5611 1.1425 0.009
H -2.2736 6.3439 2.7084 0.032
H -3.1379 4.8084 2.6016 0.032
H 0.5107 5.6628 0.6176 0.019
H 1.6584 4.9203 1.7355 0.021
H 0.8258 6.4215 2.1833 0.033
H -1.1200 3.6744 4.7700 0.029
H -0.2444 5.2073 4.7996 0.029
H 0.6123 3.7070 4.4237 0.022
C 3.7683 -3.2844 2.6763 -0.101
N 3.3978 -2.7695 1.3725 -0.301
C 4.4999 -2.1939 0.6189 -0.081
P 1.8261 -2.5746 0.9202 0.498
O 1.7471 -2.2425 -0.5300 -0.406
N 1.1672 -1.4727 1.9570 -0.291
C -0.2458 -1.1427 1.8552 -0.092
C 1.9208 -0.6286 2.8712 -0.070
N 0.9453 -3.9490 1.2156 -0.301
C 1.0534 -5.0431 0.2631 -0.101
C 0.4883 -4.3563 2.5311 -0.119
H 4.3068 -2.5273 3.2560 0.087
H 4.4151 -4.1613 2.5784 0.088
H 2.8864 -3.5725 3.2454 0.065
H 4.9521 -1.3618 1.1657 0.067
H 4.1380 -1.8294 -0.3372 0.075
H 5.2678 -2.9523 0.4399 0.088
H -0.7382 -1.8154 1.1538 0.086
H -0.3765 -0.1119 1.5083 0.059
H -0.7405 -1.2403 2.8275 0.091
H 2.9889 -0.6896 2.6723 0.077
H 1.7354 -0.9158 3.9125 0.094
H 1.6276 0.4137 2.7375 0.072
H 1.3192 -4.6490 -0.7143 0.072
H 0.0914 -5.5549 0.1836 0.084
H 1.8074 -5.7771 0.5710 0.085
H 0.4367 -3.4980 3.1972 0.070
H 1.1460 -5.1111 2.9789 0.081
H -0.5119 -4.7910 2.4544 0.086
```

## Properties
E_HOMO, Eh: -0.2311
Gap between HOMO and LUMO, eV: 6.27